Computed, not measured: 3 unconnected molecules or ions with the total composition C7H16Cl2 in a non-equilibrium geometry, with ωB97M-V/def2-TZVPD.

Gap between HOMO and LUMO (spin up / spin down) in eV: 11.0 / 3.9
Net charge: 0
E_LUMO (spin up / spin down) in Eh: 0.0004 / -0.1409

Last column: Löwdin charge in e.
Geometry (Å):
Cl -1.4199 3.5681 -0.8548  0.031
Cl -0.8331 0.7261 -2.7947  0.316
H -1.0554 0.4839 -1.5230  -0.256
C -1.0043 -0.8089 -0.1476  -0.239
C -1.4063 -2.0249 -0.8384  -0.297
C -2.8116 -2.0221 -1.4927  -0.101
C 0.3808 -0.6384 0.2568  -0.244
C 0.7920 0.8126 0.6649  -0.232
C 2.1887 0.7696 1.2897  -0.289
C 2.6019 2.1652 1.7005  -0.129
H -1.7784 -0.1456 0.2871  0.128
H -0.6363 -2.3177 -1.5748  0.119
H -1.3814 -2.7482 -0.0118  0.120
H -3.0279 -3.0615 -1.7997  0.075
H -3.5674 -1.7021 -0.7852  0.068
H -2.8216 -1.3927 -2.3812  0.043
H 0.4533 -1.2980 1.1339  0.127
H 1.0715 -1.0062 -0.5282  0.130
H 0.7561 1.4666 -0.2043  0.069
H 0.0591 1.2116 1.3784  0.113
H 2.1697 0.0996 2.1489  0.106
H 2.8948 0.3502 0.5646  0.112
H 3.6878 2.0879 2.1855  0.111
H 2.7164 2.8424 0.8637  0.064
H 1.9717 2.5826 2.4626  0.057



Computed, not measured: 2 unconnected molecules or ions with the total composition C7H16IP in a non-equilibrium geometry, with ωB97M-V/def2-TZVPD.

Gap between HOMO and LUMO (spin up / spin down) in eV: 5.4 / 7.1
Net charge: 0
E_LUMO (spin up / spin down) in Eh: 0.0072 / -0.0731
Multiplicity: 3

Last column: Löwdin spin population.
Geometry (Å):
C -3.0956 -0.3525 0.6204  0.035
C 0.7818 -0.7570 0.2828  0.020
C 2.8108 -2.0058 -0.2105  0.001
C -0.5597 2.1765 0.3574  0.855
C -2.6530 0.8785 -0.1957  0.092
C 1.7896 -1.0573 -0.8005  0.002
C -1.7976 1.8098 0.6909  0.795
P 2.6799 0.2877 -1.7643  0.000
I 3.7206 1.4386 0.1167  0.002
H -2.1570 -0.9428 0.7453  0.002
H -3.3874 0.0592 1.5915  0.003
H -3.9171 -0.9918 0.3610  0.004
H 0.5817 -1.5921 0.9494  0.001
H 1.0658 0.1582 0.7088  0.009
H -0.2337 -0.5692 -0.0944  0.004
H 3.2475 -1.6690 0.7541  0.000
H 3.8163 -2.1184 -0.8598  0.000
H 2.4420 -3.0350 -0.2364  0.000
H -0.0898 1.8352 -0.4943  0.054
H 1.5735 1.0970 -1.8642  0.000
H 0.0238 2.6509 1.1508  0.047
H -3.5738 1.4778 -0.5078  0.036
H -2.1063 0.6895 -1.2088  -0.001
H 1.2691 -1.6870 -1.6866  0.000
H -2.2312 2.2188 1.5940  0.038



Computed, not measured: 2 unconnected molecules or ions with the total composition C7H16N, with ωB97M-V/def2-TZVPD.

Gap between HOMO and LUMO (spin up / spin down) in eV: 4.3 / 10.6
Net charge: 0
E_LUMO (spin up / spin down) in Eh: 0.0340 / 0.0311
Multiplicity: 2

Last column: Löwdin spin population.
Geometry (Å):
C 0.9586 -1.3397 -2.8396  0.007
C 0.2156 -0.7423 -1.6876  0.047
C -1.0781 -0.9486 -1.5039  0.157
N -1.8163 -0.2940 -0.4251  0.205
H 0.2919 -1.9064 -3.4860  0.001
H 1.4863 -0.5928 -3.4369  0.003
H 1.7239 -2.0214 -2.4712  0.001
H 0.7804 -0.1800 -0.9536  0.010
H -1.7247 -1.5050 -2.1633  0.034
H -1.2166 0.1403 0.2947  0.030
H -2.4401 0.5020 -0.7958  0.207
H -2.4448 -0.9918 0.0413  0.137
C -0.7993 -0.4026 2.5296  0.038
C 0.3880 0.3489 2.0097  0.010
C 0.4077 1.4421 1.2507  0.022
C 1.6792 2.0072 0.6824  0.003
H -1.7343 0.1503 2.4438  0.024
H -0.9139 -1.3685 2.0221  0.026
H -0.6294 -0.6755 3.5730  0.001
H 1.3557 -0.0684 2.2826  0.001
H -0.5001 2.0041 1.0325  0.030
H 2.4951 1.3051 0.8535  0.001
H 1.5788 2.1721 -0.3892  0.004
H 1.9363 2.9649 1.1362  0.000



Computed, not measured: 2 unconnected molecules or ions with the total composition C7H16N in a non-equilibrium geometry, with ωB97M-V/def2-TZVPD.

Gap between HOMO and LUMO in eV: 9.2
Net charge: +1
E_LUMO in Eh: -0.1240

Last column: Löwdin charge in e.
Geometry (Å):
C -1.2635 -1.5247 -0.0129  -0.072
C -0.2996 -0.6154 -0.6171  -0.061
C -1.5218 -0.1029 -0.1404  -0.530
C -2.6340 0.6074 -0.9340  -0.003
C 2.5931 -0.8715 -0.6885  -0.134
C 1.9595 1.2169 0.6438  -0.089
C 1.7643 -0.3014 0.3392  -0.208
N -1.3546 0.6247 1.1422  0.227
H -1.8854 -2.1214 -0.6849  0.129
H -1.0962 -1.9728 0.9971  0.138
H 0.0592 -0.6460 -1.7111  0.149
H -3.5933 0.5131 -0.4040  0.088
H -2.8560 0.1018 -1.9641  0.134
H -2.5838 1.6070 -1.3226  0.074
H 3.8073 -0.6788 -0.4294  0.178
H 2.3819 -0.5579 -1.6155  0.023
H 2.5006 -1.9927 -0.7447  0.106
H 1.1578 1.8081 0.9912  0.034
H 2.3689 1.7276 -0.1757  0.058
H 2.8052 1.1386 1.4490  0.133
H 1.6927 -0.6595 1.3810  0.110
H -1.6418 1.6067 1.1380  0.167
H -0.3412 0.7257 1.4787  0.163
H -2.0195 0.3676 1.8848  0.183



no.,E_tot (hartree)
1,-1196.56436
2,-915.12986
3,-330.89657
4,-330.64228